(1)
Below is a gas-phase ion, C3H9N3 (charge -1), with properties calculated with ωB97M-V with the def2-TZVPD basis set.

The geometry in ORCA input format:
```
! wB97M-V def2-TZVPD RIJCOSX def2/J DEFGRID3
* xyz -1 2
C -1.85429 -0.49697 1.09396
C -0.77523 -0.68838 -0.04340
N 0.51509 -0.33412 0.61116
C 1.44429 0.57034 -0.21723
N 1.69077 -0.06745 -1.43914
N 1.62164 1.78466 0.08191
H -2.81101 -0.47163 0.71501
H -1.66023 0.56395 1.62903
H -1.81567 -1.36167 1.78826
H -0.80436 -1.61957 -0.64983
H -1.03842 0.16966 -0.59943
H 0.44323 0.24046 1.42359
H 1.48538 -1.10547 -1.58439
H 1.38927 0.43941 -2.26306
H 2.16955 2.37677 -0.54645
*
```

- LUMO (spin up / spin down): 4.2 / 4.2 eV
- Energy relative to the best compared isomer or geometry (same formula, charge and spin): 121.3 kJ/mol
- Kohn-Sham gap (spin up / spin down): 2.932 / 9.400 eV



(2)
Below is a molecular structure, C25H54ClInN2O11PS2, with properties calculated with ωB97M-V with the def2-TZVPD basis set.

The geometry in ORCA input format:
```
! wB97M-V def2-TZVPD RIJCOSX def2/J DEFGRID3
* xyz -1 1
O 3.68742 -1.75109 -3.64266
P 2.75841 -1.36353 -5.09781
O 3.07290 0.35999 -5.37394
In 0.33363 -1.41590 -4.30837
Cl 0.05261 -2.08782 -1.92757
C -0.94997 -2.87373 -5.54556
C -2.50346 -2.58625 -5.08839
C -3.31079 -3.92620 -4.56301
S -4.05221 -3.44949 -2.87095
C -5.63044 -2.47155 -3.12669
S -7.10108 -3.37401 -3.09007
N -5.73810 -0.98156 -3.38234
C -5.32376 -0.22282 -4.65544
C -5.73774 1.33655 -4.33822
N -6.30993 1.36645 -2.93367
C -6.32083 -0.04753 -2.31801
H 3.08331 -2.40096 -3.14374
H 2.57700 0.79196 -4.59327
H -0.44133 0.23658 -4.44797
H -0.87325 -2.62887 -6.70827
H -0.60551 -3.98864 -5.38857
H -3.13482 -2.11120 -5.96000
H -2.50363 -1.79529 -4.20759
H -4.16563 -4.18536 -5.33084
H -2.62731 -4.88429 -4.49058
H -4.83029 -0.68633 -5.63031
H -5.62072 2.26156 -5.07546
H -6.71015 -0.27758 -1.23268
C 7.05149 -0.80330 2.93392
O 6.32805 -1.08338 1.74818
C 4.92959 -1.26691 1.96148
C 4.11172 -0.54437 0.88187
O 4.15388 0.88579 0.93345
C 5.40808 1.51037 0.64057
C 5.89502 1.36633 -0.80752
O 6.28409 0.02296 -1.08892
C 5.78491 -0.46292 -2.32514
H 7.29335 -1.73989 3.44944
H 7.98264 -0.30375 2.65487
H 6.49644 -0.13758 3.60450
H 4.62135 -0.90283 2.95156
H 4.72754 -2.34134 1.91102
H 3.05974 -0.81126 1.03524
H 4.36250 -0.90095 -0.11592
H 6.17038 1.20155 1.35391
H 5.25005 2.58133 0.82470
H 6.77979 1.99573 -0.95548
H 5.10906 1.70359 -1.48651
H 4.73914 -0.17491 -2.47889
H 5.83195 -1.55560 -2.30255
H 6.40446 -0.09626 -3.14730
C 3.71181 5.40100 -0.19837
O 2.82377 5.58894 0.88969
C 2.96749 4.61305 1.92016
C 2.92546 5.27070 3.30662
O 4.05016 6.09559 3.62971
C 4.20966 7.30199 2.87600
C 3.13054 8.36927 3.10233
O 1.88083 7.96428 2.54608
C 0.77908 8.18150 3.41353
H 3.29418 4.66342 -0.89335
H 3.81871 6.35565 -0.71961
H 4.70603 5.08264 0.13498
H 3.90630 4.05133 1.81567
H 2.13332 3.91078 1.82654
H 2.93031 4.46580 4.05060
H 1.99366 5.81128 3.46515
H 4.34298 7.08277 1.81794
H 5.16424 7.72988 3.20994
H 3.42494 9.29425 2.59380
H 3.04329 8.57139 4.17193
H 1.01431 7.89342 4.44402
H -0.04944 7.55472 3.07095
H 0.47359 9.22994 3.37276
C -4.82460 -2.14508 0.86621
O -5.49242 -3.38491 1.02320
C -4.80103 -4.48527 0.43493
C -4.81828 -5.70440 1.36765
O -4.04215 -5.57400 2.56365
C -4.49098 -4.61719 3.52904
C -5.82491 -4.94542 4.21293
O -6.91560 -4.81883 3.30211
C -7.83067 -5.90168 3.36208
H -5.06244 -1.71865 -0.11514
H -5.18289 -1.46447 1.64265
H -3.73933 -2.24759 0.97852
H -3.75939 -4.22706 0.19802
H -5.31499 -4.73548 -0.49835
H -4.37157 -6.54186 0.81946
H -5.83532 -6.01552 1.60099
H -4.49111 -3.61317 3.10801
H -3.71943 -4.60803 4.31037
H -5.99945 -4.23153 5.02580
H -5.77436 -5.95086 4.63604
H -7.31226 -6.86431 3.43151
H -8.41534 -5.90161 2.43751
H -8.50627 -5.77221 4.21121
*
```

- LUMO: 0.5 eV
- Kohn-Sham gap: 5.098 eV



(3)
Below is a molecular structure, C25H24Co2NO6, with properties calculated with ωB97M-V with the def2-TZVPD basis set.

The geometry in ORCA input format:
```
! wB97M-V def2-TZVPD RIJCOSX def2/J DEFGRID3
* xyz 1 1
C 3.04623 -2.30768 2.08861
C 1.91229 -1.52138 2.75038
C 0.52694 -1.98218 2.28273
C 0.47392 -2.35475 0.81135
N -0.73130 -2.73477 0.33693
C -1.92467 -2.79620 1.15773
C -3.05712 -3.22799 0.21173
C -2.42337 -3.48196 -1.16086
C -0.92898 -3.13045 -1.03975
C 1.59905 -2.32650 0.00986
C 2.97218 -2.19127 0.55411
H 4.01860 -1.95295 2.45250
H 2.97550 -3.36679 2.36686
H 1.98307 -1.61885 3.84084
H 2.02759 -0.45496 2.50828
H 0.21647 -2.85010 2.89129
H -0.20187 -1.18485 2.51079
H -1.80620 -3.51917 1.98481
H -2.14155 -1.81750 1.62078
H -3.54398 -4.12507 0.60286
H -3.79750 -2.42580 0.15416
H -2.52861 -4.52852 -1.45681
H -2.88189 -2.85708 -1.93000
H -0.65058 -2.32074 -1.73480
H -0.30330 -3.99840 -1.30657
H 1.51190 -2.45636 -1.07197
H 3.41590 -1.22905 0.26243
H 3.62739 -2.94932 0.10040
O 1.51381 -0.01278 -3.48960
C 1.18525 1.05851 -3.17839
Co 0.74941 2.63850 -2.56451
C 2.24879 3.54382 -2.71519
O 3.27523 4.07912 -2.78030
C -0.38487 3.39751 -3.65356
O -1.09450 3.89286 -4.42452
C 0.08304 2.14669 -0.72508
C 1.25399 2.07972 0.05993
C 2.33429 1.24556 0.03614
C 3.70209 1.71236 0.15221
C 4.77938 0.89207 -0.28787
C 6.09637 1.24473 -0.02444
C 6.38750 2.46392 0.60054
C 5.34918 3.33725 0.94193
C 4.02376 2.97403 0.70669
Co 0.39913 3.66283 0.15398
C -0.96305 4.54270 -0.56333
O -1.85123 5.13978 -0.99777
C 1.47715 5.13583 0.17137
O 1.93547 6.19572 0.23414
C -0.15189 3.49755 1.82350
O -0.61471 3.43815 2.88038
H -0.77477 1.47393 -0.64647
H 2.14784 0.21638 -0.29341
H 4.54752 -0.02857 -0.83130
H 6.89890 0.55809 -0.29780
H 7.42055 2.72713 0.81766
H 5.56913 4.29979 1.40632
H 3.21294 3.65675 0.97531
*
```

- LUMO: -6.4 eV
- Energy relative to the best compared isomer or geometry (same formula, charge and spin): 197.7 kJ/mol
- Kohn-Sham gap: 3.084 eV



(4)
Below is a single C4H10N2O molecule, with properties calculated with ωB97M-V with the def2-TZVPD basis set.

The geometry in ORCA input format:
```
! wB97M-V def2-TZVPD RIJCOSX def2/J DEFGRID3
* xyz 0 1
C -1.42158 -1.77810 -1.46591
C -1.24737 -0.68722 -0.38046
N 0.11320 -0.36744 0.12807
C 0.32209 0.23936 1.36553
C 1.12620 1.58291 1.06157
N 1.96558 1.83355 -0.06946
O 0.95661 2.45110 1.87773
H -0.59183 -1.96068 -2.15970
H -1.70620 -2.77552 -1.10057
H -2.16526 -1.35607 -2.14976
H -1.60563 0.42348 -0.91705
H -1.91180 -0.90637 0.47987
H 0.74873 -0.96229 -0.31756
H -0.61087 0.53901 1.78804
H 0.98278 -0.15876 2.14019
H 2.50241 1.12448 -0.47135
H 2.54293 2.75853 0.19083
*
```

- LUMO: 0.9 eV
- Energy relative to the best compared isomer or geometry (same formula, charge and spin): 256.4 kJ/mol
- Kohn-Sham gap: 8.991 eV
- SMILES: CCNCC(N)=O